<w>
ORCA calculation (ωB97M-V/def2-TZVPD) on a single CH2N2S2 molecule.

Summary:
HOMO energy in Ha: -0.3212
Lowest unoccupied orbital energy in hartree: -0.0449

Positions of all 7 atoms, in Å:
C 0.177 0.320 0.436
N 2.506 0.620 0.057
N 1.303 0.406 0.226
S -1.412 0.178 0.753
S -2.943 -0.991 -0.327
H 3.103 -0.116 0.282
H -2.734 -0.417 -1.427



<x>
ORCA calculation (ωB97M-V/def2-TZVPD) on 2 unconnected molecules or ions with the total composition CH2N2S2.

Summary:
HOMO energy (alpha / beta) in Ha: -0.3337 / -0.3338
Lowest unoccupied orbital energy (alpha / beta) in hartree: -0.0661 / -0.0661
SMILES string: N=C=S.N=S

Positions of all 7 atoms, in Å:
N 0.601 1.346 0.338
C 1.425 0.492 0.325
S 2.669 -0.449 0.399
H -0.440 1.502 -0.026
N -1.558 -0.427 -0.401
S -0.424 -1.457 -0.860
H -2.272 -1.007 0.225



<y>
ORCA calculation (ωB97M-V/def2-TZVPD) on a single CH2N2S2 molecule.

Summary:
HOMO energy in Ha: -0.3229
Lowest unoccupied orbital energy in hartree: -0.0205
SMILES string: [H]/N=N\C(=S)S

Positions of all 7 atoms, in Å:
H 1.904 0.393 -1.547
N 1.938 0.044 -0.533
N 0.971 -0.341 0.066
C -0.338 -0.041 0.279
S -0.537 1.415 1.030
S -1.558 -1.206 0.171
H -2.381 -0.265 0.535



Pick <x>: it beats the second-best structure by 0.0206 hartree.



<w>
ORCA calculation (ωB97M-V/def2-TZVPD) on 2 unconnected molecules or ions with the total composition C5H12NS2.

Summary:
Total charge: +1
HOMO energy (alpha / beta) in Ha: -0.4423 / -0.4423
Lowest unoccupied orbital energy (alpha / beta) in hartree: -0.1374 / -0.1375

Positions of all 20 atoms, in Å:
C -0.240 -0.013 -0.202
C 1.259 -0.322 -0.342
C -0.763 1.361 0.071
C 2.536 1.631 0.122
C -2.358 -1.242 -0.253
N -1.031 -1.089 0.442
S 0.373 -0.537 -1.824
S 1.949 -1.665 0.582
H -1.811 1.378 -0.384
H -0.101 2.326 -0.170
H -0.962 1.503 1.137
H 1.969 1.459 1.026
H 2.284 2.354 -0.655
H 3.570 1.313 0.150
H -3.115 -0.912 0.396
H -2.213 -0.661 -1.227
H -2.565 -2.327 -0.466
H -0.596 -1.993 0.305
H -1.293 -0.786 1.397
H 3.110 -1.778 -0.104



<x>
ORCA calculation (ωB97M-V/def2-TZVPD) on 2 unconnected molecules or ions with the total composition C5H12NS2.

Summary:
Total charge: +1
HOMO energy in Ha: -0.4443
Lowest unoccupied orbital energy in hartree: -0.1873

Positions of all 20 atoms, in Å:
C 1.775 -1.247 -0.470
C 1.151 -1.756 -1.517
C 2.429 0.659 0.725
N 1.553 0.089 -0.003
H 2.553 -1.758 0.081
H 0.462 -1.160 -2.100
H 1.314 -2.780 -1.819
H 2.310 1.684 1.048
H 3.336 0.119 0.971
H 0.646 0.603 -0.229
C -1.067 1.765 1.831
S -1.192 1.725 -0.002
S -2.947 0.701 -0.207
C -2.387 -0.803 -1.076
H -1.866 2.396 2.209
H -1.156 0.764 2.243
H -0.105 2.212 2.079
H -1.684 -1.330 -0.438
H -3.237 -1.421 -1.342
H -1.890 -0.461 -1.983



Pick <x>: it beats the second-best structure by 0.1109 hartree.



<w>
ORCA calculation (ωB97M-V/def2-TZVPD) on 2 unconnected molecules or ions with the total composition C3H11N2.

Summary:
Total charge: +1
HOMO energy in Ha: -0.5132
Lowest unoccupied orbital energy in hartree: -0.1250

Positions of all 16 atoms, in Å:
C 2.302 -0.646 0.937
N 1.195 -1.013 -0.014
H 3.155 -1.270 0.732
H 2.626 0.414 0.839
H 1.829 -0.482 1.909
H 1.084 -2.019 0.129
H 1.364 -0.862 -1.007
H 0.283 -0.577 0.222
C -2.157 -0.013 -0.026
C -1.074 1.837 -1.076
N -1.034 0.623 -0.704
H -2.884 -0.479 -0.704
H -2.795 0.660 0.544
H -1.852 -0.819 0.637
H -0.082 2.203 -1.337
H -1.959 2.444 -1.079



<x>
ORCA calculation (ωB97M-V/def2-TZVPD) on 2 unconnected molecules or ions with the total composition C3H11N2.

Summary:
Total charge: +1
HOMO energy in Ha: -0.4851
Lowest unoccupied orbital energy in hartree: -0.1453

Positions of all 16 atoms, in Å:
C 0.185 -2.506 -0.581
N 1.151 -1.238 -0.470
H -0.645 -2.338 0.156
H -0.271 -2.432 -1.691
H 0.685 -3.414 -0.308
H 1.997 -1.217 0.154
H 0.548 -0.264 -0.194
H 1.356 -1.132 -1.533
C -0.720 1.574 1.531
C -0.376 2.053 -0.766
N 0.124 1.426 0.270
H -1.329 2.466 1.471
H 0.055 1.449 2.307
H -1.415 0.766 1.829
H 0.168 2.839 -1.287
H -1.515 1.967 -0.891



Pick <w>: it beats the second-best structure by 0.0715 hartree.



<w>
ORCA calculation (ωB97M-V/def2-TZVPD) on 2 unconnected molecules or ions with the total composition C3H11N2.

Summary:
Total charge: +1
HOMO energy in Ha: -0.5690
Lowest unoccupied orbital energy in hartree: -0.1393

Positions of all 16 atoms, in Å:
C -0.521 -1.270 -0.669
C -2.248 0.385 0.312
C -0.862 -0.055 0.097
N 0.059 0.837 0.290
N 2.679 0.258 0.181
H -1.081 -1.117 -1.543
H 0.510 -1.625 -0.916
H -1.163 -2.069 -0.253
H -2.333 1.007 1.122
H -2.833 -0.531 0.365
H -2.472 0.833 -0.703
H -0.122 1.779 0.700
H 1.038 0.527 0.014
H 3.424 0.577 -0.484
H 3.084 -0.579 0.681
H 2.842 1.040 0.806



<x>
ORCA calculation (ωB97M-V/def2-TZVPD) on 2 unconnected molecules or ions with the total composition C3H11N2.

Summary:
Total charge: +1
HOMO energy in Ha: -0.5176
Lowest unoccupied orbital energy in hartree: -0.1270

Positions of all 16 atoms, in Å:
C 1.123 1.570 0.471
N -0.340 1.641 0.889
H 1.504 2.589 0.474
H 1.634 0.929 1.181
H 1.160 1.357 -0.597
H -0.513 2.327 1.613
H -0.624 0.637 0.930
H -0.842 1.978 0.063
C 0.361 -2.130 -0.088
C -1.349 -0.947 -1.219
N -0.668 -1.080 -0.167
H 0.095 -2.702 0.804
H 1.301 -1.619 0.099
H 0.441 -2.707 -1.015
H -1.929 -0.070 -1.490
H -1.354 -1.773 -1.946



<y>
ORCA calculation (ωB97M-V/def2-TZVPD) on a gas-phase ion, C3H11N2 (charge +1).

Summary:
Total charge: +1
HOMO energy in Ha: -0.4899
Lowest unoccupied orbital energy in hartree: -0.1276
SMILES string: C[C@@H]([NH3+])CN

Positions of all 16 atoms, in Å:
C -1.326 -0.848 -0.821
C -0.437 0.107 -0.067
N -0.883 -0.254 1.498
C 1.060 0.023 0.028
N 1.666 1.085 -0.802
H -1.858 -1.694 -0.355
H -0.695 -1.318 -1.587
H -2.079 -0.261 -1.414
H -0.827 1.135 -0.205
H -1.770 0.067 1.868
H -0.020 0.086 1.981
H -0.941 -1.316 1.430
H 1.505 0.112 1.077
H 1.261 -1.074 -0.429
H 2.261 1.779 -0.319
H 1.907 0.976 -1.753



Pick <w>: it beats the second-best structure by 0.0392 hartree.



<w>
ORCA calculation (ωB97M-V/def2-TZVPD) on 2 unconnected molecules or ions with the total composition C3H11N2.

Summary:
Total charge: +1
HOMO energy in Ha: -0.5537
Lowest unoccupied orbital energy in hartree: -0.1247

Positions of all 16 atoms, in Å:
C 1.194 -0.945 1.537
N 1.628 -0.075 0.376
H 1.083 -1.986 1.231
H 0.228 -0.582 1.880
H 1.928 -0.888 2.335
H 2.194 -0.611 -0.278
H 0.617 0.114 -0.117
H 2.203 0.682 0.727
C -0.964 0.262 -1.842
C -1.907 0.760 0.259
N -0.855 0.422 -0.375
H -1.463 -0.669 -2.119
H -1.412 1.040 -2.467
H 0.080 0.173 -2.144
H -1.858 1.023 1.303
H -2.697 1.280 -0.308



<x>
ORCA calculation (ωB97M-V/def2-TZVPD) on 2 unconnected molecules or ions with the total composition C3H11N2.

Summary:
Total charge: +1
HOMO energy in Ha: -0.4557
Lowest unoccupied orbital energy in hartree: -0.1243

Positions of all 16 atoms, in Å:
C -0.082 -1.996 0.241
N 1.335 -1.317 0.221
H -0.318 -2.604 -0.618
H -0.968 -1.193 0.305
H 0.031 -2.772 0.925
H 1.789 -1.421 1.152
H 1.740 -1.766 -0.478
H 1.139 -0.303 0.029
C -1.701 1.447 -0.073
C -0.463 1.663 0.337
N 0.589 1.369 -0.591
H -1.954 0.433 -0.417
H -2.445 2.247 -0.139
H -0.340 2.514 1.109
H 0.311 1.694 -1.524
H 1.336 2.004 -0.478



Pick <w>: it beats the second-best structure by 0.0729 hartree.



<w>
ORCA calculation (ωB97M-V/def2-TZVPD) on a single C3H6N2O molecule.

Summary:
HOMO energy in Ha: -0.3310
Lowest unoccupied orbital energy in hartree: 0.0306
SMILES string: ON1C=NCC1

Positions of all 12 atoms, in Å:
O 2.013 -0.002 -0.206
N 0.679 0.083 0.329
C -0.023 -1.088 0.042
N -1.261 -0.965 -0.179
C -1.555 0.448 0.077
C -0.241 1.153 -0.121
H 2.552 0.346 0.568
H 0.648 -1.996 0.112
H -2.303 0.736 -0.613
H -1.942 0.484 1.106
H -0.080 2.031 0.549
H 0.007 1.513 -1.106



<x>
ORCA calculation (ωB97M-V/def2-TZVPD) on a single C3H6N2O molecule.

Summary:
HOMO energy in Ha: -0.3536
Lowest unoccupied orbital energy in hartree: 0.0143
SMILES string: [H]/N=C(/C=O)NC

Positions of all 12 atoms, in Å:
H -0.522 -1.650 -0.932
N -1.224 -0.954 -0.685
C -0.743 0.057 -0.070
C -1.789 1.080 0.284
O -1.549 2.219 0.627
N 0.554 0.376 0.245
C 1.632 -0.517 -0.105
H -2.807 0.669 0.181
H 0.669 0.933 1.079
H 1.540 -1.509 0.359
H 2.581 -0.080 0.210
H 1.658 -0.624 -1.192



Pick <x>: it beats the second-best structure by 0.0642 hartree.